# 1
93
Properties=species:S:1:pos:R:3 method="wB97M-V/def2-TZVPD" total_charge=-2 s_squared=2.078 multiplicity=3 homo_energy_ha="-0.024 / -0.110" orbital_gap_ev="4.66 / 7.28" lumo_ev="4.005 / 4.303"
H 3.93392 2.28658 -2.40573
O 2.18065 6.38567 3.10129
H 0.45026 -0.94907 -5.91701
O 2.19775 -1.14453 -0.58818
C -0.77234 0.24492 3.05717
H -1.30763 0.44229 -5.45540
N -0.05370 -0.76378 2.82389
H 3.94444 2.98002 3.20394
N -1.53485 -0.87912 0.43995
O 4.23093 0.75441 3.22820
C 1.97323 -3.83145 0.33337
H 2.42055 0.19569 -5.05204
C -2.12310 0.15356 0.95393
H -0.94123 -3.63771 -2.13293
H -3.13098 -1.23574 -3.96276
H 1.97697 3.99182 -3.20937
Si -2.07831 0.86519 -3.09125
H 0.37296 5.06377 2.13620
C 2.25932 4.14639 2.64959
H -1.20206 2.16466 -5.04752
Si 1.65482 1.51845 -3.05647
C -1.78119 0.60058 5.18678
C 3.20718 -3.18279 0.13034
H 5.32113 -3.33240 0.16879
C -3.05594 2.39155 -2.51051
H -2.03809 -3.11386 -3.42376
Ge -0.01078 0.04789 -2.15981
H -4.38438 -0.15885 -3.31525
C 2.98632 2.99423 2.71192
O 3.92396 5.32868 3.71475
H -2.01253 -1.18883 -0.39656
H -2.03374 1.66464 2.31077
C 3.33505 -1.74888 -0.30995
H 0.60435 -0.98887 3.56173
H 5.34631 -5.76400 0.73944
C 0.53570 1.23215 4.83328
H 1.22521 1.62334 4.08690
V 0.62921 -0.76856 0.09634
N -0.77748 1.05802 4.23135
H -2.68761 2.76134 -1.54761
H -1.88735 1.34177 5.98083
H 3.18030 -6.95551 1.00422
H -2.73945 0.48008 4.68358
H -1.20142 -1.55098 -5.67290
C 2.00366 -5.20331 0.64722
O 4.41631 -1.24587 -0.49325
N -1.74651 0.70480 2.16628
C -0.99623 -3.37256 -3.18819
H -0.73104 -4.26225 -3.77525
C 3.19315 -5.89515 0.77110
C 0.96039 4.15960 2.09784
N 2.82713 5.36113 3.18733
H 3.88183 0.51372 -2.52572
H -3.15873 1.79153 0.53599
O -1.87332 3.42087 1.72831
H -2.92932 3.20072 -3.23871
O -1.09532 2.63013 -0.22148
H 0.30592 3.55274 -3.64500
H 2.01953 -3.55096 -4.19460
H -3.35739 0.55668 -0.55815
C 1.13701 3.33098 -2.96221
C 3.32425 1.39708 -2.20555
H -3.39863 -1.14891 -2.22262
O 0.79518 0.72618 0.79858
C 4.40049 -3.88747 0.29976
C 1.92229 -2.68430 -3.52959
H 0.95421 0.30330 5.24915
H 2.73209 1.93083 -5.27528
C 2.00414 1.19932 -4.89780
C -0.14241 -1.75738 -5.46790
Si 0.18507 -1.94124 -3.59411
C 0.45757 3.03299 1.50475
C -0.95522 3.03888 0.94082
H 3.20393 1.30402 -1.12338
H -2.78223 1.43930 -5.42278
H -1.50846 -0.36369 5.64387
N -3.21941 0.78136 0.41449
H 2.14870 -3.01808 -2.51329
H -4.12841 2.17711 -2.41996
C -1.81509 1.26110 -4.93305
C 4.40876 -5.23350 0.61354
C -3.37409 -0.54845 -3.14202
H 0.79591 3.56097 -1.94647
S 0.38166 -3.08427 0.26506
O 2.80878 -0.48563 2.11886
H 2.68496 -1.94630 -3.80796
H 0.12006 -2.69439 -5.97687
C 1.23379 1.82969 1.44289
H 0.44867 1.96073 5.63994
H 1.09150 1.28144 -5.50248
H 1.05574 -5.70712 0.80204
N 3.21601 0.64269 2.48961
C 2.48992 1.80928 2.17670

# 2
19
Properties=species:S:1:pos:R:3 method="wB97M-V/def2-TZVPD" total_charge=-1 homo_energy_ha=-0.173 orbital_gap_ev=7.70 lumo_ev=2.979
H -1.79980 1.53172 -0.00542
O 5.16556 -0.83047 -1.32230
O -4.27216 0.08921 2.73559
C -1.06162 0.85163 0.42554
H 0.87045 -0.49261 -1.00273
C 3.96854 -0.50564 -1.28862
H 1.54934 1.62058 0.03458
H -0.83905 -1.27943 0.70675
H -2.14101 -0.84063 -0.38733
H 0.10193 1.60453 -1.93458
Si 0.49972 0.89589 -0.69312
O -2.53686 -0.76531 1.64995
C -1.62495 -0.54930 0.53278
C -3.56295 0.06504 1.77483
H 3.67847 -2.35851 -1.08490
H -0.79717 1.21648 1.42170
O 3.40863 0.59568 -1.36511
O 3.07228 -1.61176 -1.12627
H -3.67933 0.76290 0.92865

# 3
43
Properties=species:S:1:pos:R:3 method="wB97M-V/def2-TZVPD" total_charge=-1 homo_energy_ha=-0.218 orbital_gap_ev=8.44 lumo_ev=2.520
H 1.64044 0.57111 3.75856
Cl -4.35787 0.63587 -3.42269
C 0.73508 -0.34524 0.90223
H -3.95552 -0.87190 1.74766
C -0.29830 -1.47299 0.74564
H -4.64985 -2.17894 0.72256
H -2.46832 -3.00096 1.31226
H 3.75370 -0.38209 2.61422
O 2.01563 1.01795 -0.98744
H 1.81537 2.43363 1.28984
O -0.09407 -2.58150 0.25859
C -2.75032 0.49885 -2.76827
C -0.93110 -0.89416 -1.98137
H -2.34062 -2.39394 -0.37248
O -1.55201 -1.09847 1.08077
C -0.69094 1.50742 -1.92314
C -1.98857 1.63504 -2.45096
H 2.90890 1.77683 3.43522
C 1.22547 1.90390 2.05198
C 2.92878 0.13341 2.09458
H -2.83272 -1.64924 -2.70746
H -3.96182 -0.71313 -0.05550
Cl 4.11880 2.29485 -2.28479
C 2.18424 1.10116 2.96282
H -2.42786 2.61905 -2.62228
H 0.69500 2.66609 2.62822
C -2.54259 -2.09718 0.67377
Cl 4.57150 -0.14462 -0.57881
H -0.07981 2.39053 -1.70068
C 1.13559 0.02536 -0.94303
H -0.10967 1.52655 0.38812
H -0.48796 -1.86637 -1.80924
H 3.38190 0.67444 1.24383
B 3.30811 0.71024 -1.72969
C 0.21331 1.00669 1.32213
O 2.31844 -2.07045 1.35237
H -0.71167 0.90838 1.96508
C -2.22153 -0.77077 -2.50808
Cl 2.95124 -0.42615 -3.25150
C -0.16015 0.23463 -1.65747
H 1.59282 -0.99815 -1.02621
C -3.86918 -1.41243 0.78473
C 1.98817 -0.90333 1.44591

# 4
21
Properties=species:S:1:pos:R:3 method="wB97M-V/def2-TZVPD" homo_energy_ha=-0.353 orbital_gap_ev=10.54 lumo_ev=0.925
C 1.73334 0.70241 -0.71661
C -0.72178 0.52264 -0.77026
H 1.75517 -0.04029 -1.55656
N 0.52008 0.50475 0.06069
O -0.07877 -2.34466 0.25974
H 0.67085 -2.95529 0.15977
H -0.60440 1.36992 -1.46892
H -1.57839 1.56475 0.76685
H -2.67954 -1.20178 0.22966
H 0.47023 1.37070 0.59769
H -2.75154 1.19235 -0.64414
H -1.78092 -0.59980 1.64768
H 0.32147 -1.45681 0.33530
H -3.47900 -0.03724 1.26034
H 3.68813 0.29534 -0.24434
N 2.84365 0.59235 0.23690
H 2.64892 -0.17509 0.87351
C -2.50562 -0.34058 0.87756
H 1.82558 1.68741 -1.15819
H -0.71322 -0.39087 -1.35126
C -1.96065 0.85013 0.02436

# 5
66
Properties=species:S:1:pos:R:3 method="wB97M-V/def2-TZVPD" total_charge=+1 s_squared=3.763 multiplicity=4 homo_energy_ha="-0.429 / -0.429" orbital_gap_ev="7.03 / 6.93" lumo_ev="-4.649 / -4.739"
H 2.67670 3.94420 2.61150
O 6.47490 0.67160 4.29770
C -2.53230 1.70020 0.13940
N 0.18550 5.90700 1.46530
C 3.57310 -0.86860 3.03030
O -1.24760 6.26020 -0.22890
H -4.38520 2.75960 0.32320
C 1.30250 7.69820 0.11220
H 0.08080 0.27030 -2.36250
N 3.92450 2.47860 0.47100
H -1.57760 -1.39420 -3.17940
C 4.60070 0.04930 3.17820
O 1.58790 0.84620 0.52670
H -3.29890 -1.62590 -1.07740
H -2.89780 -1.31180 3.22350
N -1.19960 1.72490 0.17790
H 5.56720 1.79240 2.39240
N 5.56650 -0.12100 4.24190
H 0.22360 4.14360 2.55540
C 2.62430 -0.66490 2.04380
C -2.36660 -2.16660 1.31390
C -2.24150 -1.87390 -1.17840
H 1.26320 7.48230 2.26260
C -0.58420 2.89860 0.36010
H -3.36230 -2.52250 1.03970
O 5.37500 -1.03660 5.00600
C -0.73800 5.50330 0.57600
H -2.18700 -2.89530 -1.56990
H -0.29370 7.92250 1.51840
H -0.57870 -1.04170 2.93800
H 2.14560 7.04620 -0.10170
H -2.19910 0.00070 -2.28690
H 3.52900 -1.74730 3.66250
C -1.59360 -0.90440 -2.19950
C 3.75020 1.36030 1.35420
H 2.87500 5.56180 1.96370
H 2.18690 4.31410 0.93630
O 1.01040 -1.63200 0.75410
C 0.60330 7.30330 1.41280
O 1.20330 -2.27880 2.82050
C 2.58720 0.53130 1.23030
N -1.58180 -1.79940 0.12540
C -1.28000 4.08600 0.58240
H -1.85560 -2.96800 1.85430
O 3.07160 2.68630 -0.36790
N -0.24570 -0.50270 -1.78530
H 0.49330 2.87130 0.28440
C 2.23320 4.68730 1.95540
H -0.77300 -2.41680 0.09190
H 0.87650 5.56210 3.38910
H -2.98980 0.74740 -0.08440
H 0.41540 -1.26660 -1.92250
H -3.16560 -0.21690 1.85530
Co -0.20430 -0.08120 0.38380
H 0.60670 7.65850 -0.72190
N -1.15720 -0.36730 2.42840
C 0.82740 5.04500 2.42560
H -1.23170 0.46270 3.01170
C 4.71840 1.12550 2.30950
O 4.90670 3.16470 0.63450
C -2.67430 4.02760 0.59610
C -3.30990 2.82380 0.35800
N 1.59510 -1.58610 1.87790
C -2.48960 -0.96970 2.26370
H -3.23410 4.93370 0.76380
H 1.66750 8.71760 0.21180

# 6
13
Properties=species:S:1:pos:R:3 method="wB97M-V/def2-TZVPD" homo_energy_ha=-0.343 orbital_gap_ev=10.20 lumo_ev=0.880
H 1.50499 1.54025 -0.03197
C 0.28570 -0.44755 0.17933
N -2.15554 -0.92339 0.28943
O -1.34978 1.73155 0.67150
H 2.17312 0.34045 0.92056
S -1.33967 0.22452 -0.36319
H -0.04377 -1.31892 0.86387
H 1.13898 -0.12223 -1.87028
H -2.11010 1.68554 1.19085
C 1.28765 -0.53346 -0.96453
C 1.49169 0.42808 0.17164
H -2.94774 -1.29798 -0.18541
H 2.06448 -1.30685 -0.87180

# 7
6
Properties=species:S:1:pos:R:3 method="wB97M-V/def2-TZVPD" homo_energy_ha=-0.346 orbital_gap_ev=10.25 lumo_ev=0.823
O -1.65586 -0.12512 0.06651
H -0.34742 1.57555 -0.36591
N 0.58738 -0.41562 0.10099
H 0.23459 -1.40270 -0.01646
H 1.55021 -0.09808 0.30061
C -0.36890 0.46597 -0.08574

# 8
66
Properties=species:S:1:pos:R:3 method="wB97M-V/def2-TZVPD" homo_energy_ha="-0.317 / -0.314" orbital_gap_ev="3.12 / 2.94" lumo_ev="-5.496 / -5.600"
H -0.21230 3.02301 -1.48269
C 0.15005 6.14217 2.17514
C -0.29646 -4.28314 -0.21232
O -3.14976 4.39072 -2.27061
H -3.37447 -1.30533 0.86475
C 3.08834 -3.58029 -2.82782
C 1.61533 -5.06046 -1.69407
H 2.92486 0.15031 0.77614
C 2.51607 -2.49508 -2.14805
C 1.38651 -2.69582 -1.36289
H -0.76770 -2.73582 -3.19494
H 1.21709 6.38142 -0.19901
H 0.79228 4.62160 -0.38376
H -1.38763 -2.01822 1.60209
H 3.82092 -3.35239 -3.60231
H 2.29625 5.57822 2.06953
H -4.48853 -0.89889 -4.09356
H -2.62920 1.59595 -2.64181
H -1.23202 -3.70797 -0.50375
H -1.34979 -1.87586 4.16748
H 0.22408 7.17463 1.80174
C 0.76179 -1.83149 4.21635
H -0.51519 -5.38187 -0.37573
C -2.99067 -0.43196 0.27592
H 3.50371 -1.57972 0.62573
O 2.95439 2.41153 2.51489
O 1.20662 2.09520 0.53278
H -4.63390 -0.10218 -1.63103
Tl -1.34834 2.48450 1.81283
P -2.36057 3.43113 -1.44311
H 2.92945 -1.49431 -2.27335
H -0.05789 -4.11825 0.87583
C -1.60855 -2.12702 -2.82628
C 0.61569 -1.43421 1.43016
C 1.46042 5.36327 0.07240
C -0.47794 -1.77621 3.55712
O -2.88154 1.96615 -1.77041
H 1.32057 -6.07014 -1.43657
O 1.01001 4.02767 2.29765
P 1.56554 2.48199 1.97885
O -0.85346 3.45573 -2.06845
H -0.83479 5.80479 1.81661
O -2.40822 3.55431 0.05083
C -0.51126 -1.73386 2.14789
C 2.64058 -4.89250 -2.63646
C 0.89473 -4.01509 -1.12068
H 2.88087 -1.81484 3.88539
H 0.86761 -2.04647 5.26079
C 1.91583 -1.69774 3.42773
C -3.75753 -0.62762 -2.05987
C -2.73666 -0.83378 -1.15082
C 3.10398 -0.83187 1.33664
H 3.85373 -0.61200 2.10955
O 0.54673 1.68421 2.95004
C -3.71365 -1.13140 -3.35713
C 1.85192 -1.31777 2.07077
H 0.14448 6.07406 3.28321
C -2.71927 -2.02109 -3.67918
C -1.57350 -1.54452 -1.56835
H 3.10406 -5.76708 -3.08222
C 1.29591 5.29345 1.64867
H -3.75475 0.35237 0.33953
H -2.09446 0.03207 0.74129
H -2.67335 -2.51145 -4.67024
Sb 0.45775 -0.90721 -0.72923
H 2.47519 5.09245 -0.21963

Total energy in eV, matching the order above: -174245.202, -22410.686, -75846.692, -9402.379, -87126.399, -17593.716, -4621.787, -71563.015